[1]
{"formula": "C2H5N5", "method": "ωB97M-V/def2-TZVPD", "energy_ha": -352.89538, "smiles": "Cc1nnnn1N", "species": ["C", "C", "H", "H", "H", "H", "H", "N", "N", "N", "N", "N"], "coordinates": [[-2.076237, -0.530905, -0.020884], [-0.542593, -0.444518, 0.029109], [-2.626186, 0.093274, -0.706333], [-2.597757, -0.428873, 1.034180], [-2.238465, -1.515931, -0.248196], [-0.100942, 2.617362, 0.731925], [0.082388, 2.391977, -0.980388], [0.289011, -1.486226, -0.067839], [1.489308, -1.010730, 0.001721], [1.537839, 0.303158, 0.014994], [0.200268, 0.598168, 0.113378], [-0.203005, 1.980591, -0.045189]], "forces_ev_per_angstrom": [[0.570, 1.424, 3.114], [-2.606, -1.715, -0.483], [0.406, 0.461, -0.266], [1.376, 0.165, -1.914], [-0.587, -2.520, -0.837], [0.544, -0.661, 0.173], [-0.200, -1.078, 1.906], [-1.952, -0.426, 0.679], [2.750, 1.259, -0.807], [-1.874, -2.045, 0.934], [2.009, 6.221, -0.680], [-0.438, -1.086, -1.819]], "nbo_charge": [-0.646, 0.341, 0.239, 0.234, 0.238, 0.390, 0.391, -0.298, -0.057, -0.099, -0.052, -0.679]}

***

[2]
{"formula": "C4H10N2O", "method": "ωB97M-V/def2-TZVPD", "energy_ha": -342.69692, "species": ["N", "C", "C", "C", "N", "C", "O", "H", "H", "H", "H", "H", "H", "H", "H", "H", "H"], "coordinates": [[-3.671743, 0.017899, 1.219309], [-0.290872, -0.625896, -1.117570], [0.923845, 0.089702, -0.793810], [-1.570940, -0.102952, -0.999327], [-1.924704, 0.941663, -0.323513], [-2.413227, 0.306761, 0.789989], [2.800435, 0.840892, 1.040622], [-0.245238, -1.687316, -1.167303], [-4.123213, 0.933679, 1.793313], [-2.520353, -0.606203, -1.459846], [1.747895, 0.056447, -1.568151], [0.852307, 1.111033, -0.440696], [1.454770, -0.308928, 0.120618], [2.909458, 1.371301, 1.795919], [-1.706608, -0.118140, 1.561474], [4.051309, -0.838001, -0.403816], [3.726877, -1.381941, -0.047212]], "forces_ev_per_angstrom": [[2.438, 4.669, 0.483], [1.705, 1.364, 0.234], [0.258, 0.448, -0.235], [-2.489, -1.178, -3.681], [2.230, -0.053, 1.954], [-6.468, -0.151, 4.398], [-0.385, -1.501, -2.332], [0.085, -0.830, -0.782], [1.172, -3.406, -2.135], [1.889, -0.540, 0.953], [-0.681, -0.422, 0.834], [-0.591, 0.378, -0.572], [0.479, -0.270, 0.359], [-0.179, 1.116, 1.848], [0.456, 0.518, -1.249], [0.263, 0.364, -0.282], [-0.183, -0.505, 0.207]], "nbo_charge": [-0.822, -0.003, -0.734, 0.102, -0.405, 0.365, -0.903, 0.219, 0.431, 0.176, 0.304, 0.279, 0.361, 0.423, 0.204, 0.013, -0.013]}

***

Calculated F_max, 6.57; 7.82 eV Å⁻¹ (same order as the records).
Calculated LUMO, 0.652; -4.401 eV (same order as the records).